Entry 1:
Molecular formula: C3H5N3S2
Method: DFT, ωB97M-V/def2-TZVPD

CARTESIAN COORDINATES (ANGSTROEM)
C: 0.413101 -1.336836 1.890080
C: -0.623791 2.287703 0.354959
C: -0.771523 0.297677 -0.600616
H: -0.581786 -1.922094 1.686178
H: 0.077118 -0.622970 2.683138
H: 1.064428 -2.052632 2.674847
H: -0.855790 3.414846 0.486259
H: 0.977508 -0.785685 -1.777051
N: 0.459055 0.539870 0.045219
N: 0.509060 1.786302 0.711997
N: -1.455389 1.450683 -0.460734
S: 1.459777 -0.759274 0.381401
S: -0.920857 -1.238271 -1.487357

Atomic forces in eV per Å
C 0.186 -3.059 2.535
C -1.646 0.917 -1.590
C 1.019 3.546 1.195
H 2.149 0.926 -0.415
H 0.706 0.639 -1.430
H -1.336 1.508 -2.675
H 0.178 -2.381 0.058
H -3.719 -1.549 0.359
N -0.328 -0.336 0.146
N -0.076 -1.653 -1.138
N 0.681 -0.921 0.373
S -0.548 0.194 3.304
S 2.734 2.169 -0.722

Properties
LUMO energy = -1.72 eV
calculated total energy = -1077.77986 a.u.
energy above the lowest of the compared OMol25 structures with the same formula, charge and spin = 465.3 kJ/mol

=====

Entry 2:
Molecular formula: C3H5N3S2
Method: DFT, ωB97M-V/def2-TZVPD

CARTESIAN COORDINATES (ANGSTROEM)
H: 1.334868 2.673062 -0.803857
N: 0.323926 2.908816 -0.318553
C: -0.047780 1.872798 0.291128
N: 0.465726 0.509685 0.276821
C: 1.605734 0.128794 -0.172193
S: 2.187063 -1.382503 -0.275495
N: -0.414449 -0.197540 1.080426
C: -1.514410 -0.934310 0.592737
S: -2.437360 -0.606431 -0.629431
H: -1.054440 1.645014 0.822560
H: 2.196280 0.970130 -0.485227
H: 0.197884 -0.582332 1.985432
H: -1.557530 -1.833352 1.419027

Atomic forces in eV per Å
H -3.085 0.945 1.263
N 3.224 -1.344 -0.704
C -1.932 -0.685 -0.347
N -3.968 3.002 1.494
C 2.396 -1.526 -0.893
S 0.140 -0.355 0.171
N 2.805 -3.073 2.579
C 2.503 -2.037 4.235
S -0.734 0.178 -1.247
H 1.570 1.881 -0.793
H 0.316 0.350 -0.356
H -2.500 0.714 -3.238
H -0.734 1.947 -2.164

Properties
LUMO energy = -0.29 eV
calculated total energy = -1077.82880 a.u.
energy above the lowest of the compared OMol25 structures with the same formula, charge and spin = 336.8 kJ/mol
structure (SMILES) = [H]/N=C\N(C=S)NC=S

=====

Entry 3:
Molecular formula: C3H5N3S2
Method: DFT, ωB97M-V/def2-TZVPD

CARTESIAN COORDINATES (ANGSTROEM)
C: 1.178688 -1.221170 -1.269217
N: 0.381067 -0.471298 -0.319829
C: -0.970004 -0.382317 -0.511824
N: -1.780015 0.238426 0.265908
N: -1.214909 0.896271 1.359384
C: 0.008148 1.408281 1.491310
S: 0.443519 2.467063 2.656151
S: 1.150371 0.993365 0.216597
H: 0.662511 -2.094369 -1.554243
H: 2.102385 -1.522094 -0.837958
H: 1.408847 -0.645885 -2.175324
H: -1.415718 -0.894328 -1.352076
H: -1.954890 1.228055 2.031122

Atomic forces in eV per Å
C 0.049 1.180 -0.463
N 0.250 -0.013 0.087
C -0.503 0.470 0.590
N 0.381 -0.007 -0.341
N -1.783 -0.098 0.804
C 0.324 0.079 -0.299
S 0.182 0.141 0.142
S -0.256 0.050 0.288
H -0.742 -1.045 -0.299
H 0.773 -0.172 0.579
H -0.063 0.028 0.034
H 0.005 -0.176 -0.091
H 1.382 -0.436 -1.031

Properties
LUMO energy = 0.10 eV
calculated total energy = -1077.90195 a.u.
energy above the lowest of the compared OMol25 structures with the same formula, charge and spin = 144.7 kJ/mol
structure (SMILES) = CN1C=NNC(=S)S1

=====

Copy entry 2 word for word.
Molecular formula: C3H5N3S2
Method: DFT, ωB97M-V/def2-TZVPD

CARTESIAN COORDINATES (ANGSTROEM)
H: 1.334868 2.673062 -0.803857
N: 0.323926 2.908816 -0.318553
C: -0.047780 1.872798 0.291128
N: 0.465726 0.509685 0.276821
C: 1.605734 0.128794 -0.172193
S: 2.187063 -1.382503 -0.275495
N: -0.414449 -0.197540 1.080426
C: -1.514410 -0.934310 0.592737
S: -2.437360 -0.606431 -0.629431
H: -1.054440 1.645014 0.822560
H: 2.196280 0.970130 -0.485227
H: 0.197884 -0.582332 1.985432
H: -1.557530 -1.833352 1.419027

Atomic forces in eV per Å
H -3.085 0.945 1.263
N 3.224 -1.344 -0.704
C -1.932 -0.685 -0.347
N -3.968 3.002 1.494
C 2.396 -1.526 -0.893
S 0.140 -0.355 0.171
N 2.805 -3.073 2.579
C 2.503 -2.037 4.235
S -0.734 0.178 -1.247
H 1.570 1.881 -0.793
H 0.316 0.350 -0.356
H -2.500 0.714 -3.238
H -0.734 1.947 -2.164

Properties
LUMO energy = -0.29 eV
calculated total energy = -1077.82880 a.u.
energy above the lowest of the compared OMol25 structures with the same formula, charge and spin = 336.8 kJ/mol
structure (SMILES) = [H]/N=C\N(C=S)NC=S

=====

Repeat the third record exactly.
Molecular formula: C3H5N3S2
Method: DFT, ωB97M-V/def2-TZVPD

CARTESIAN COORDINATES (ANGSTROEM)
C: 1.178688 -1.221170 -1.269217
N: 0.381067 -0.471298 -0.319829
C: -0.970004 -0.382317 -0.511824
N: -1.780015 0.238426 0.265908
N: -1.214909 0.896271 1.359384
C: 0.008148 1.408281 1.491310
S: 0.443519 2.467063 2.656151
S: 1.150371 0.993365 0.216597
H: 0.662511 -2.094369 -1.554243
H: 2.102385 -1.522094 -0.837958
H: 1.408847 -0.645885 -2.175324
H: -1.415718 -0.894328 -1.352076
H: -1.954890 1.228055 2.031122

Atomic forces in eV per Å
C 0.049 1.180 -0.463
N 0.250 -0.013 0.087
C -0.503 0.470 0.590
N 0.381 -0.007 -0.341
N -1.783 -0.098 0.804
C 0.324 0.079 -0.299
S 0.182 0.141 0.142
S -0.256 0.050 0.288
H -0.742 -1.045 -0.299
H 0.773 -0.172 0.579
H -0.063 0.028 0.034
H 0.005 -0.176 -0.091
H 1.382 -0.436 -1.031

Properties
LUMO energy = 0.10 eV
calculated total energy = -1077.90195 a.u.
energy above the lowest of the compared OMol25 structures with the same formula, charge and spin = 144.7 kJ/mol
structure (SMILES) = CN1C=NNC(=S)S1